(1)
The following is a quantum chemistry calculation of one molecule with the formula C10H16N2, from the Open Molecules 2025 dataset.

Geometry as XYZ:
```
28
Properties=species:S:1:pos:R:3:forces:R:3
H 3.308 -0.063 1.516 0.164 -0.493 0.192
C -3.003 -0.723 -2.423 0.802 1.419 3.338
H 0.162 -1.618 0.528 0.191 -0.829 2.531
H -1.452 -2.843 -0.507 0.110 0.588 -0.571
C -0.157 0.211 -0.466 -1.341 0.691 -0.770
H -0.923 -2.416 -2.208 -0.396 1.219 1.963
H -2.392 -0.590 -3.276 0.945 0.177 -0.988
H -2.019 0.130 0.627 -0.720 0.748 0.989
C -1.760 0.301 -0.387 2.037 0.052 -2.731
N -2.151 -0.905 -1.118 -2.306 -0.646 -2.750
H -2.140 1.276 -0.917 0.485 -1.859 1.462
H 2.887 1.697 3.726 0.247 0.115 0.085
H 1.018 -1.563 -0.957 0.143 -0.108 -0.004
H 0.165 0.669 -1.440 -0.280 -0.524 0.669
H 2.012 2.326 0.185 0.272 -0.114 -0.404
H -0.782 0.204 2.145 1.381 0.769 0.472
C 2.011 1.249 0.400 1.397 -0.439 -2.001
N 1.064 1.132 3.026 0.519 0.378 0.106
H 2.448 0.629 -0.508 -1.147 1.600 1.355
C 0.091 -1.317 -0.446 -0.284 0.927 -3.035
H -3.551 0.227 -2.225 0.191 -0.743 -0.403
C 2.993 0.966 1.522 -0.220 1.490 1.793
C 0.222 0.673 1.940 0.580 0.418 -0.767
H 3.877 1.618 1.533 0.021 -0.339 -0.807
C -1.135 -1.964 -1.129 0.026 -0.562 -0.882
C 2.341 1.332 2.871 -3.061 -1.796 -1.410
H -3.721 -1.490 -2.656 -0.170 -0.617 0.496
C 0.588 0.853 0.645 0.414 -1.522 2.073
```
Positions in Å, forces in eV/Å.

Summary:
**Total charge**: 0
**Energy relative to the best compared isomer or geometry (same formula, charge and spin)**: 197.8 kJ/mol

---

(2)
The following is a quantum chemistry calculation of one molecule with the formula C3H5ClO3, from the Open Molecules 2025 dataset.

Geometry as XYZ:
```
12
Properties=species:S:1:pos:R:3:forces:R:3
H 0.668 0.001 -1.470 0.056 -0.720 0.083
O -1.470 -0.890 -0.202 1.048 -0.524 0.465
C 0.409 1.478 -0.077 2.736 -0.462 1.083
O -0.855 1.735 -0.059 -2.071 -0.051 -0.427
H 0.302 -1.964 0.230 0.314 -1.358 -0.610
C -0.083 -0.987 0.298 -1.918 0.366 1.759
Cl 2.489 -0.365 -0.049 0.030 0.069 0.150
C 0.804 -0.012 -0.380 -0.549 1.986 -1.213
H -0.134 -0.795 1.397 0.266 0.201 -0.666
H -1.352 0.921 -0.269 -0.363 -0.001 0.121
H -1.999 -1.442 0.404 0.198 0.468 -0.514
O 1.221 2.320 0.176 0.254 0.028 -0.230
```
Positions in Å, forces in eV/Å.

Summary:
**Total charge**: 0
**Energy relative to the best compared isomer or geometry (same formula, charge and spin)**: 23.5 kJ/mol

---

(3)
The following is a quantum chemistry calculation of a 10-piece molecular cluster, C40H120N15O10P5S5 overall, from the Open Molecules 2025 dataset.

Geometry as XYZ:
```
195
Properties=species:S:1:pos:R:3:forces:R:3
H 21.572 4.938 8.910 0.003 0.299 -0.374
H 22.840 16.195 11.845 0.399 0.030 0.413
H 23.772 12.667 2.464 0.143 0.104 -0.012
H 24.400 16.959 11.006 0.117 0.053 -0.004
H 20.058 10.624 5.452 0.086 0.198 0.311
H 16.959 14.023 7.597 -0.416 -0.175 -0.187
H 14.298 15.005 -0.823 0.248 -0.219 0.088
H 23.115 3.417 6.488 0.096 -0.112 0.057
O 21.098 16.962 3.208 0.198 0.326 -0.293
H 25.058 9.808 1.736 -0.051 0.036 0.064
H 24.354 3.712 7.721 -0.194 0.100 0.263
C 19.712 9.888 2.721 1.301 -1.146 0.951
N 24.630 4.741 5.935 0.576 -0.195 0.274
H 26.169 3.217 6.065 0.006 0.296 0.267
H 14.509 16.695 -0.875 0.533 0.257 -0.123
H 20.772 13.667 7.707 -0.420 -0.064 0.747
H 21.375 7.431 -4.304 -0.261 -0.325 -0.414
H 19.066 16.804 0.677 0.817 -0.373 -0.760
C 23.539 12.692 1.407 0.083 0.462 -0.906
O 21.689 11.613 3.503 -0.052 -0.647 -0.305
C 23.559 17.175 4.347 -0.432 0.535 -0.813
H 17.669 7.968 4.718 0.176 -0.070 0.219
N 20.407 6.224 -2.859 -0.242 0.317 -0.148
H 22.842 6.385 11.691 0.271 0.186 -0.057
C 18.544 14.056 -0.031 0.336 -1.851 -0.766
H 22.016 12.879 10.565 0.377 -0.779 0.641
N 20.979 15.488 8.939 0.699 -0.103 -1.885
H 22.122 18.884 8.720 0.321 0.269 -0.112
H 17.694 5.007 0.529 -0.057 -0.662 -0.043
H 21.275 9.240 7.565 0.182 -0.080 0.104
H 16.586 4.397 3.382 -0.439 0.147 0.294
N 19.252 5.869 -0.501 0.167 -0.658 -0.526
C 26.088 6.804 7.663 -0.311 -0.297 -0.543
C 18.153 7.004 9.779 0.208 -0.265 0.777
C 17.185 16.777 3.310 0.232 0.793 -0.773
O 15.723 12.123 5.956 0.103 -0.213 0.117
H 19.154 5.122 1.510 0.045 0.230 -0.066
H 21.367 14.409 3.801 -0.118 0.126 0.193
C 14.383 16.641 1.671 -1.061 -0.371 0.349
C 22.422 6.048 0.562 1.500 -0.491 -2.001
H 16.495 14.870 5.004 -0.021 0.094 -0.113
H 17.726 7.093 -1.351 0.207 -0.021 -0.141
C 17.274 13.030 7.911 -0.594 -0.849 -0.512
C 22.678 18.033 8.312 -1.198 0.288 0.824
C 17.184 4.344 4.290 0.836 -0.157 -0.224
H 16.646 17.529 2.727 -0.254 -0.150 0.153
H 20.121 10.687 10.748 -0.150 0.011 -0.143
C 23.324 7.713 3.646 -0.673 0.937 0.955
H 19.347 14.409 -0.678 -0.091 0.475 0.166
O 18.087 5.475 6.468 0.019 0.086 0.066
H 19.020 13.330 0.644 -0.043 0.601 0.582
C 20.617 8.742 8.285 -0.061 1.181 0.307
C 18.145 8.720 11.572 0.547 -0.205 0.165
H 17.120 8.365 11.653 -0.051 0.048 -0.110
C 15.027 15.786 -0.565 -0.944 -0.294 0.108
H 23.622 14.518 12.354 0.773 1.156 0.263
H 17.297 9.893 6.407 -0.493 0.136 -0.220
H 18.222 4.275 3.953 0.055 0.040 0.202
S 21.832 16.590 4.442 0.631 -0.557 0.606
C 18.542 7.116 -0.618 -0.682 0.531 0.666
H 18.479 11.333 4.874 0.019 -0.210 0.130
H 19.000 4.692 -3.305 0.194 -0.179 -0.478
H 23.572 18.263 4.274 -0.209 0.008 0.237
C 21.888 8.026 -0.786 -0.073 0.159 -0.671
N 15.283 15.843 0.866 0.664 0.535 0.078
H 23.000 14.685 3.421 0.409 0.273 0.301
P 20.588 7.902 10.826 0.172 -0.060 -0.367
H 21.842 10.848 10.419 0.000 -0.612 0.604
H 23.573 18.392 7.806 0.035 -0.270 -0.181
S 17.071 5.746 5.414 0.292 0.120 -0.248
C 18.781 4.916 0.495 0.391 0.507 -0.242
C 18.170 16.457 0.173 -1.989 1.085 1.569
H 25.791 11.294 2.418 -0.115 0.073 -0.031
O 25.913 6.518 4.560 -0.371 -0.176 -0.632
N 22.966 17.141 9.445 0.179 -0.075 0.506
H 26.081 4.192 4.552 0.224 -0.095 0.090
H 22.049 5.069 0.863 -0.850 0.501 0.536
H 23.845 8.758 7.817 0.357 -0.136 0.310
C 20.903 10.448 10.027 1.036 1.079 -0.271
H 18.563 8.737 12.579 0.031 0.240 -0.033
H 23.074 5.312 10.334 -0.062 0.042 -0.358
H 17.021 16.995 4.366 0.030 -0.050 -0.007
H 23.303 7.112 10.114 0.616 -0.350 0.112
H 16.981 3.463 4.894 -0.264 -0.017 -0.104
C 22.892 15.119 11.801 -1.061 -2.342 -0.296
N 17.762 15.117 0.542 0.273 -0.307 -0.541
H 19.158 7.998 -0.791 0.248 -0.258 -0.315
H 19.471 14.962 7.626 -0.064 -0.423 0.033
H 25.978 5.818 8.116 -0.027 0.052 0.109
N 16.744 15.439 3.007 -0.832 -0.849 -0.120
N 21.007 9.061 9.651 0.484 -0.632 0.489
C 24.262 17.460 10.056 0.321 -0.265 -0.946
O 21.039 8.251 12.181 0.089 0.618 -0.072
H 18.163 9.729 11.146 -0.232 0.047 0.109
H 19.193 3.948 0.212 -0.562 -0.237 0.062
O 23.383 15.046 7.889 -0.527 -0.294 -0.438
H 22.549 6.859 1.267 -0.262 -0.415 0.496
H 18.672 9.579 2.795 -0.264 0.836 -0.277
H 20.329 4.754 10.080 -0.577 -0.214 -0.527
H 15.943 15.598 -1.120 -0.022 0.182 -0.081
H 22.308 7.805 3.252 0.110 -0.669 -0.382
H 25.041 17.150 9.347 0.269 -0.076 0.309
H 24.157 16.855 5.196 -0.141 -0.286 0.020
H 16.392 9.515 7.949 0.154 -0.238 -0.102
H 20.490 16.609 10.591 0.341 -0.325 0.212
H 13.751 16.008 2.304 -0.124 0.024 -0.105
O 21.116 4.172 -1.338 -0.329 -0.235 0.551
H 16.515 13.520 3.942 0.296 -0.043 -0.418
H 23.142 12.865 9.264 0.343 0.278 -0.050
N 21.331 6.535 10.258 -0.618 -1.088 -1.039
H 21.036 15.110 6.883 -0.059 0.290 0.080
H 20.864 11.108 9.149 -0.789 -0.338 -0.189
H 14.801 17.380 2.355 0.522 -0.136 -0.254
H 22.470 14.324 5.148 0.471 0.238 0.051
H 23.920 16.812 3.384 0.277 -0.170 0.157
H 17.121 6.968 3.394 -0.179 0.029 0.151
H 18.759 6.781 3.894 0.181 -0.247 0.562
S 24.624 11.700 0.323 -0.078 0.233 -0.069
P 16.414 14.800 1.486 0.819 1.268 0.539
H 26.956 6.771 6.997 0.159 0.121 0.209
C 25.517 3.731 5.357 -1.100 0.111 -0.774
H 26.231 7.553 8.436 0.059 -0.075 0.111
H 22.483 12.487 1.249 0.141 -0.772 0.029
H 22.916 8.354 -0.967 0.010 -0.062 -0.021
H 23.861 12.799 10.889 -0.301 -0.349 0.244
H 23.461 8.761 3.962 0.696 -0.069 -0.288
H 13.724 17.199 1.005 -0.039 -0.079 -0.032
H 21.950 17.567 7.648 0.379 -0.115 -0.320
H 17.977 13.357 -0.665 -0.347 0.440 -0.046
N 24.892 7.157 6.874 -0.172 -0.135 0.771
N 23.300 6.842 4.818 0.163 -0.796 -0.857
H 20.220 9.193 3.409 0.128 0.152 0.032
C 22.748 6.310 10.607 -0.844 1.088 0.610
H 19.277 5.928 -4.631 0.464 -0.460 -0.077
C 17.760 6.974 4.285 -0.578 0.138 -0.883
H 20.159 9.658 1.755 -0.270 0.385 -0.227
P 22.657 15.539 9.073 -0.230 0.084 1.040
H 23.649 13.660 0.910 0.230 0.322 0.711
H 19.097 16.143 9.823 -0.029 -0.561 -0.834
H 21.549 8.608 0.082 -0.171 -0.261 0.096
H 20.663 7.676 8.106 -0.225 -0.022 -0.082
N 18.917 7.776 10.762 -0.273 -0.723 0.084
O 23.730 10.798 -0.457 0.109 -0.348 0.143
S 16.017 11.781 7.381 -0.538 0.767 -0.564
H 24.398 18.535 10.169 -0.387 0.047 0.203
N 21.789 6.594 -0.652 -0.248 -0.656 0.387
H 25.452 9.164 7.135 -0.111 0.246 -0.183
H 17.906 10.501 7.911 -0.071 -0.410 0.299
H 18.160 12.763 7.339 0.445 0.135 0.582
H 23.405 5.707 0.202 0.382 0.450 0.575
H 18.222 17.013 3.039 0.233 -0.521 0.395
H 21.998 7.466 6.259 -0.895 0.017 -0.023
H 20.032 14.890 10.707 -0.284 0.082 0.131
C 19.564 11.457 4.961 -0.918 0.117 -1.195
C 23.033 13.185 10.300 -0.917 0.875 -0.523
H 18.343 6.306 -3.269 0.064 -0.065 0.166
N 22.987 14.636 10.426 1.126 1.223 -0.229
P 24.745 6.311 5.437 0.192 0.664 0.876
H 23.059 4.926 7.337 0.372 0.171 0.331
C 16.983 10.233 7.389 0.728 0.973 0.664
C 21.551 6.542 -3.700 0.936 0.082 0.930
H 24.834 2.992 4.921 0.392 -0.319 -0.116
H 21.945 5.670 -4.230 -0.367 0.133 -0.474
H 21.993 14.675 12.266 -0.382 0.567 -0.166
H 18.443 5.959 9.842 0.265 0.055 -0.523
H 19.704 12.458 5.364 0.450 -0.181 0.340
H 24.049 7.371 2.917 0.023 0.216 -0.076
H 21.246 6.803 4.705 -0.285 0.245 0.278
C 22.278 14.854 4.218 -1.142 -0.505 -0.378
H 21.864 5.730 5.950 0.072 -0.061 -0.103
O 16.086 13.370 1.544 0.161 -0.243 -0.115
S 20.218 11.551 3.270 -0.631 0.490 0.358
H 17.284 13.017 8.999 0.687 -0.208 0.013
H 18.040 7.352 0.331 0.109 -0.188 0.057
H 17.457 17.128 0.679 -0.084 -0.121 -0.160
H 19.626 9.188 8.125 -0.183 -0.558 -0.396
C 24.549 8.571 6.995 -0.803 -0.255 -0.338
H 23.979 8.900 6.123 0.415 0.105 -0.171
C 20.096 15.751 10.033 0.376 0.499 1.124
C 16.972 14.493 4.087 0.036 0.567 0.894
H 21.285 8.302 -1.652 0.093 0.331 0.079
H 26.555 10.488 1.051 -0.083 -0.030 -0.174
H 18.047 14.453 4.333 -0.073 -0.424 -0.177
H 17.971 16.735 -0.865 0.891 -0.366 -0.252
C 25.598 10.727 1.508 -0.329 -0.094 0.129
H 17.116 6.908 10.102 -0.128 0.697 -0.192
C 19.227 5.727 -3.564 -0.882 0.678 0.524
H 22.385 6.833 -3.054 -0.112 -0.033 0.046
H 18.264 7.430 8.784 -0.398 -0.395 -0.237
C 23.751 4.188 6.944 -0.159 -0.055 -0.505
H 20.042 5.857 8.664 -0.025 -0.236 -0.192
C 22.003 6.699 5.479 1.178 0.263 0.142
C 20.755 5.480 9.381 0.627 0.020 1.649
P 20.670 5.575 -1.355 0.266 1.284 0.393
C 20.528 14.739 7.777 -0.189 0.493 -0.914
```
Positions in Å, forces in eV/Å.

Summary:
**Total charge**: 0
**Energy relative to the best compared isomer or geometry (same formula, charge and spin)**: 296.2 kJ/mol

---

(4)
The following is a quantum chemistry calculation of C11H39HgN2O13 as an isolated structure, from the Open Molecules 2025 dataset.

Geometry as XYZ:
```
66
Properties=species:S:1:pos:R:3:forces:R:3
C 1.822 -1.060 5.458 -0.316 0.139 0.136
H -4.714 0.983 2.855 -0.030 0.038 -0.065
C -1.351 4.054 -3.986 0.074 0.912 1.026
O -3.834 0.918 2.475 0.376 -0.035 -0.049
C 0.236 -3.678 0.440 0.101 -0.595 0.936
H 5.188 0.809 -1.367 0.110 -0.063 0.032
H -4.998 -1.614 -3.157 -0.059 0.032 0.086
O 2.304 -1.070 -0.894 0.042 -1.967 0.267
H -3.877 1.150 -2.637 0.018 0.066 0.103
C 1.596 0.101 -1.206 0.895 1.721 0.119
H -1.917 -0.901 1.576 0.002 0.051 -0.043
H 1.900 0.854 5.302 -0.165 0.155 0.151
H 4.538 1.006 0.041 -0.198 -0.426 0.400
H -1.675 5.093 -3.828 -0.107 -0.109 0.054
H -0.116 1.182 -0.407 0.459 0.330 -0.242
H 0.799 -1.454 5.450 0.003 -0.009 -0.205
H -3.724 -1.006 3.237 0.174 -0.048 -0.375
C 0.066 3.941 -3.482 0.160 -0.654 -0.997
O -0.278 -4.571 1.088 -0.391 0.385 -0.553
H 0.070 4.089 -2.401 0.023 0.141 0.004
H 0.784 -0.225 3.341 -0.007 0.070 -0.153
H -1.977 -0.231 -2.210 0.310 -0.498 -0.405
C -3.259 -1.996 -2.342 -0.744 0.765 0.036
H 3.440 -0.674 4.144 0.191 -0.390 -0.332
H -1.290 0.602 2.335 -0.300 0.067 -0.338
C 0.652 0.472 -0.076 -1.322 -0.535 -0.042
H 2.014 1.211 -4.269 -0.136 0.294 -0.269
C -1.804 -0.346 2.508 0.628 0.336 0.490
H 3.028 2.318 1.377 -0.019 0.058 0.236
C -3.123 -0.083 3.180 -1.172 -0.607 0.728
H -0.011 2.066 -3.216 -0.047 -0.281 -0.311
C -2.925 -0.550 -2.660 -0.454 0.968 0.083
H 0.676 -2.437 2.044 -0.095 -0.300 0.059
H 3.149 0.213 -4.151 0.195 -0.163 0.021
O 0.539 2.608 -3.796 0.065 0.252 0.802
H 2.249 0.983 -1.338 0.123 -0.296 -0.160
H 0.965 -2.944 -1.305 -0.298 0.094 -0.323
H -2.626 -2.597 -3.002 0.219 -0.291 0.439
N 0.903 -2.646 1.090 0.590 0.129 -0.625
O 1.736 -0.012 3.266 0.047 -0.366 0.290
Hg 4.305 -1.909 -0.509 -1.781 1.503 -0.282
O 2.552 0.601 -4.792 -0.106 -0.005 0.214
H 2.755 1.106 2.312 0.048 -0.163 -0.186
O -0.899 -1.016 3.410 0.029 -0.271 -0.243
O -2.089 3.168 -3.125 -0.349 0.183 -0.814
H 1.056 0.002 -2.156 0.197 -0.423 0.010
H -3.126 -2.164 -1.272 0.415 -0.339 -0.100
O 3.374 1.459 1.638 0.225 0.154 -0.368
H 2.268 -1.997 3.582 0.528 -0.083 -0.050
H -1.497 3.845 -5.045 0.314 -0.391 0.007
H -3.001 0.157 4.244 0.476 0.412 -0.195
N 0.314 -3.612 -0.928 0.412 0.462 0.342
H -2.984 3.190 -3.481 -0.113 -0.164 0.303
H -0.293 -4.128 -1.535 0.027 -0.294 0.162
O -3.905 0.347 -2.113 -0.167 -0.527 0.000
H 2.400 -1.738 6.091 0.154 0.125 -0.015
O -4.623 -2.296 -2.591 0.165 -0.099 -0.219
O 4.940 0.344 -0.558 0.436 0.491 -0.126
H 0.741 4.646 -3.962 -0.022 0.008 -0.021
C 2.413 -1.024 4.053 -0.751 0.626 0.542
H 0.004 -0.376 0.170 0.300 -0.087 0.145
H 1.116 0.844 0.829 0.214 -0.094 -0.085
H -1.076 -1.964 3.427 -0.220 0.026 0.055
H -2.934 -0.408 -3.748 0.386 -0.124 0.029
H 1.239 -1.869 0.541 -0.130 0.030 0.104
O 1.795 0.239 6.038 0.365 -0.325 -0.224
```
Positions in Å, forces in eV/Å.

Summary:
**Total charge**: +1

---

Going through the records in order, we get HOMO values of -0.2908, -0.3798, -0.2937, -0.4485 hartree.
Going through the records in order, we get max |F| values of 3.819, 2.979, 2.756, 2.348 eV Å⁻¹.
Going through the records in order, we get Kohn-Sham gap values of 0.31933, 0.38964, 0.30218, 0.15175 hartree.